(1)
{
  "formula": "C4H5NO2S",
  "method": "ωB97M-V/def2-TZVPD",
  "homo_ev": -7.75,
  "largest_force_ev_per_a": 7.130,
  "gap_ev": 8.150,
  "relative_energy_kj_mol": 453.2,
  "symbols": ["C", "C", "C", "C", "H", "H", "H", "H", "H", "N", "O", "O", "S"],
  "xyz": [[0.8357, 0.1984, 0.0158], [-0.7780, 1.6636, -0.0943], [-1.3886, 0.4269, 0.0434], [-0.2587, -0.5292, -0.1255], [2.5349, 0.1176, 1.1142], [2.8567, -0.5033, -0.5268], [-0.8892, 2.8303, -0.0893], [-2.9858, -1.5692, -0.4296], [0.7810, -2.0843, -0.2850], [2.0417, -0.2639, 0.2665], [0.4992, 1.5327, -0.0386], [-0.2171, -1.7818, -0.0196], [-3.0318, -0.0378, 0.1687]]
}



(2)
{
  "formula": "C4H5NO2S",
  "method": "ωB97M-V/def2-TZVPD",
  "homo_ev": -8.47,
  "largest_force_ev_per_a": 2.582,
  "gap_ev": 7.685,
  "relative_energy_kj_mol": 99.2,
  "symbols": ["C", "C", "C", "C", "H", "H", "H", "H", "H", "N", "O", "O", "S"],
  "xyz": [[1.7900, 0.1527, -0.0472], [0.7747, -1.0051, -0.1039], [-0.5483, -1.0493, -0.0490], [-1.5395, 0.0362, 0.0811], [0.2391, 1.4830, -0.1440], [1.8492, 2.1511, 0.2569], [1.2443, -1.9866, -0.2250], [-0.9706, -2.0415, -0.0044], [-3.3795, 0.3160, 0.2023], [1.2953, 1.3940, -0.0493], [-2.7738, -0.4728, 0.0858], [-1.3785, 1.2390, -0.0725], [3.3976, -0.2168, 0.0692]]
}



(3)
{
  "formula": "C4H5NO2S",
  "method": "ωB97M-V/def2-TZVPD",
  "homo_ev": -9.42,
  "largest_force_ev_per_a": 4.848,
  "gap_ev": 9.476,
  "relative_energy_kj_mol": 312.0,
  "symbols": ["C", "C", "C", "C", "N", "O", "O", "S", "H", "H", "H", "H", "H"],
  "xyz": [[0.5364, 1.2274, -0.1313], [1.9131, 1.4101, 0.0741], [0.2463, -0.1140, -0.1850], [-1.0504, -0.7887, -0.2086], [2.6256, 0.3171, 0.1759], [-0.9128, -2.1424, -0.0940], [-2.0185, -0.2443, 0.6162], [1.7083, -1.0141, 0.0219], [-0.1856, 2.0128, -0.2450], [2.4099, 2.3599, 0.1601], [-1.8566, -0.5269, -1.6409], [-1.7825, -2.5505, 0.0033], [-1.6333, 0.0535, 1.4532]]
}



(4)
{
  "formula": "C4H5NO3",
  "method": "ωB97M-V/def2-TZVPD",
  "homo_ev": -10.20,
  "largest_force_ev_per_a": 5.518,
  "gap_ev": 10.655,
  "relative_energy_kj_mol": 487.0,
  "symbols": ["C", "C", "C", "C", "H", "H", "H", "H", "H", "N", "O", "O", "O"],
  "xyz": [[0.1118, 0.2082, -1.2377], [0.7767, -0.5832, 0.7509], [-0.0896, 1.1271, -0.1906], [-0.5582, -1.0455, 1.0380], [0.6268, 0.8044, -2.1134], [-0.9511, -0.1081, -1.6020], [1.4116, -1.1501, 1.3461], [0.0482, 2.0978, -0.6765], [-0.5961, -2.1790, 1.0699], [-1.6106, -0.2852, 0.9898], [1.0194, -0.8272, -0.7041], [1.0196, 0.8163, 0.6462], [-1.2084, 1.1246, 0.6836]]
}



(5)
{
  "formula": "C4H5NO3",
  "method": "ωB97M-V/def2-TZVPD",
  "homo_ev": -9.73,
  "largest_force_ev_per_a": 4.652,
  "gap_ev": 10.482,
  "relative_energy_kj_mol": 460.7,
  "symbols": ["C", "C", "C", "C", "H", "H", "H", "H", "H", "N", "O", "O", "O"],
  "xyz": [[-1.2222, -0.0630, 0.5756], [0.0512, 0.6903, 0.3933], [1.0578, -0.0637, -0.3042], [2.5615, -0.0442, -0.0497], [-3.5304, -0.4383, -1.2276], [-1.5550, -0.5955, 1.4463], [0.4281, 1.3725, 1.1953], [0.7668, -1.0449, -0.5336], [2.8619, 0.8944, 0.5301], [-1.9370, -0.0665, -0.4855], [-3.1705, -0.6295, -0.2721], [0.4460, 0.9449, -0.9718], [3.2418, -0.9567, -0.2960]]
}



(6)
{
  "formula": "C4H5NO3",
  "method": "ωB97M-V/def2-TZVPD",
  "homo_ev": -9.48,
  "largest_force_ev_per_a": 6.860,
  "gap_ev": 10.270,
  "relative_energy_kj_mol": 522.0,
  "symbols": ["C", "C", "C", "C", "H", "H", "H", "H", "H", "N", "O", "O", "O"],
  "xyz": [[-2.1512, -0.0902, 0.5477], [0.0780, 0.3374, -0.3694], [1.3024, 1.2805, -0.2090], [2.1461, 0.1737, 0.2470], [-2.9172, -0.2995, 1.5160], [-0.7374, 0.3718, -1.3009], [1.8569, 1.7308, -1.1300], [1.5047, 1.9280, 0.5933], [2.9389, 0.2508, 0.7956], [1.8183, -1.1472, 0.1533], [-2.7463, -0.0018, -0.5900], [-0.8134, 0.2401, 0.7065], [0.6064, -1.0083, -0.4722]]
}



| no. | energy (eV) |
| --- | --- |
| 1 | -20645.4829 |
| 2 | -20649.1514 |
| 3 | -20646.9461 |
| 4 | -11856.9538 |
| 5 | -11857.2263 |
| 6 | -11856.5906 |